1.
The following is a DFT calculation (ωB97M-V/def2-TZVPD) of C26H29BrCaN2O2 as an isolated structure.

## Properties
HOMO-LUMO gap	0.25629	hartree
total charge	+2

Last column: Mulliken charge in e.
Cartesian coordinates (Å):
Ca -0.7246 -0.1986 -1.1065  2.161
C -2.1668 -0.8649 1.9509  -2.530
C -2.6410 -0.4254 0.5832  0.311
C -2.7788 0.9482 0.2896  1.529
C -2.6306 1.9653 1.3940  -2.025
C -3.1227 1.3525 -1.0172  0.650
C -3.2562 2.8181 -1.3383  -2.387
C -3.3952 0.3863 -2.0049  1.154
C -3.9168 0.8085 -3.3554  -2.012
C -3.2712 -0.9872 -1.7086  0.822
C -3.5413 -2.0219 -2.7721  -2.579
C -2.9258 -1.3912 -0.4025  1.077
C -2.8936 -2.8601 -0.0441  -1.927
H -3.0081 -1.0360 2.6275  0.429
H -1.5278 -0.1222 2.4248  0.499
H -1.6067 -1.7985 1.9141  0.511
H -1.6222 2.3853 1.4658  0.353
H -2.8647 1.5312 2.3614  0.470
H -3.3062 2.8029 1.2397  0.474
H -4.2875 3.1518 -1.1965  0.439
H -2.9908 3.0343 -2.3710  0.495
H -2.6283 3.4348 -0.7003  0.502
H -4.4687 1.7418 -3.2885  0.502
H -4.5902 0.0596 -3.7631  0.468
H -3.1241 0.9614 -4.0937  0.328
H -4.6016 -2.2845 -2.8082  0.410
H -2.9948 -2.9452 -2.5909  0.535
H -3.2730 -1.6654 -3.7652  0.553
H -1.9309 -3.3430 -0.2495  0.306
H -3.6424 -3.4107 -0.6078  0.465
H -3.1025 -3.0141 1.0101  0.466
C 0.5577 -2.4162 -3.2904  -1.015
O 0.7655 -1.5226 -2.1582  -0.801
C 2.0450 -1.5261 -1.5702  0.784
C 3.0159 -2.4409 -1.9337  -0.309
C 4.2491 -2.4074 -1.2922  -0.571
Br 5.5618 -3.6325 -1.7967  -0.128
C 4.5125 -1.4953 -0.2867  -0.736
C 3.5341 -0.5838 0.0927  0.770
C 2.3006 -0.6015 -0.5628  0.162
O 1.2697 0.2723 -0.1649  -0.991
C 3.7239 0.2886 1.2794  0.262
N 4.2692 -0.0658 2.3818  -0.635
C 4.1340 1.0535 3.2363  0.553
C 4.5956 1.2226 4.5378  -0.802
C 4.3561 2.4433 5.1356  -0.518
C 3.6745 3.4701 4.4624  -0.495
C 3.1960 3.3026 3.1744  -1.063
C 3.4414 2.0656 2.5973  0.597
N 3.0825 1.5511 1.3199  -0.279
H 1.2861 -2.1834 -4.0629  0.445
H -0.4484 -2.2061 -3.6476  0.223
H 0.6280 -3.4468 -2.9508  0.384
H 2.8377 -3.1635 -2.7141  0.568
H 5.4637 -1.5050 0.2243  0.587
H 1.6159 0.7973 0.6005  0.534
H 5.1294 0.4339 5.0491  0.469
H 4.7045 2.6250 6.1427  0.412
H 3.5212 4.4171 4.9615  0.406
H 2.6758 4.0962 2.6561  0.427
H 3.1359 2.1446 0.5026  0.308

2.
The following is a DFT calculation (ωB97M-V/def2-TZVPD) of C26H29BrCrN2O2 as an isolated structure.

## Properties
multiplicity	2
HOMO-LUMO gap (spin up / spin down)	0.25325 / 0.26924	hartree
total charge	+1
<S²>	0.790
ΔE to the lowest compared entry with this formula, charge and spin	1.134	eV

Last column: Mulliken spin population.
Cartesian coordinates (Å):
Cr -0.6384 -0.4321 -0.5885  1.220
O -0.0750 2.4364 -2.5784  0.000
C -1.2662 2.9547 -2.9908  0.000
C -1.2660 3.8844 -4.0253  0.000
C -2.4585 4.4032 -4.4884  0.000
C -3.6616 3.9891 -3.9391  0.000
C -3.6664 3.0815 -2.8969  0.002
C -2.4742 2.5718 -2.3995  -0.010
C -2.4618 1.6451 -1.1891  0.012
O -1.9805 0.4088 -1.4653  -0.036
N -1.5898 2.2292 -0.1624  -0.002
N -0.8586 1.3604 0.5423  0.051
C -0.1480 1.7635 1.5437  -0.021
C 0.4757 0.8495 2.4516  -0.010
Br -0.4383 -0.8496 2.5798  0.012
C 1.5217 1.1072 3.2425  0.011
C 1.9641 0.2924 4.3797  0.001
C 1.2147 0.3665 5.5526  0.000
C 1.6489 -0.2769 6.6959  0.000
C 2.8179 -1.0189 6.6691  0.000
C 3.5373 -1.1404 5.4917  0.000
C 3.1198 -0.4791 4.3499  0.001
H -0.2523 1.6636 -2.0236  -0.002
H -0.3197 4.1823 -4.4458  0.000
H -2.4493 5.1294 -5.2843  0.000
H -4.5933 4.3812 -4.3108  0.000
H -4.6030 2.7576 -2.4687  0.000
H -3.4993 1.5580 -0.8008  -0.004
H -1.7674 3.1588 0.2050  0.001
H -0.0969 2.8198 1.7952  0.007
H 2.0634 2.0346 3.0942  0.001
H 0.3117 0.9589 5.5667  0.000
H 1.0802 -0.1881 7.6095  0.000
H 3.1702 -1.4992 7.5679  0.000
H 4.4358 -1.7384 5.4661  0.000
H 3.6846 -0.5605 3.4320  0.000
C 1.3761 -1.4816 -1.0303  0.056
C 0.5266 -1.3375 -2.1924  -0.134
C -0.6397 -2.1081 -1.9595  -0.032
C -0.5127 -2.7318 -0.6782  0.032
C 0.7675 -2.3985 -0.1440  -0.157
C 1.4613 -3.0601 0.9984  0.002
C -1.4970 -3.6950 -0.1109  -0.005
C -1.7285 -2.3502 -2.9480  -0.007
C 0.8832 -0.6527 -3.4698  0.024
C 2.7901 -1.0155 -0.9076  0.007
H 2.1294 -3.8253 0.5984  -0.003
H 0.7632 -3.5450 1.6733  0.000
H 2.0681 -2.3633 1.5722  0.001
H -1.6522 -4.5231 -0.8034  -0.002
H -2.4619 -3.2106 0.0452  -0.003
H -1.1624 -4.0960 0.8415  0.000
H -1.4272 -3.1234 -3.6553  -0.001
H -1.9399 -1.4387 -3.5044  0.002
H -2.6384 -2.6734 -2.4490  -0.004
H 1.2919 -1.3667 -4.1877  -0.005
H 1.6338 0.1193 -3.3121  0.002
H 0.0058 -0.1985 -3.9286  -0.002
H 3.4666 -1.8252 -1.1926  -0.001
H 3.0240 -0.7381 0.1202  -0.004
H 2.9901 -0.1643 -1.5537  -0.002

3.
The following is a DFT calculation (ωB97M-V/def2-TZVPD) of C26H29FFeN6S2Si as an isolated structure.

## Properties
multiplicity	5
HOMO-LUMO gap (spin up / spin down)	0.23101 / 0.23006	hartree
<S²>	6.008
ΔE to the lowest compared entry with this formula, charge and spin	0.935	eV

Last column: Mulliken spin population.
Cartesian coordinates (Å):
Fe -0.6030 0.2774 -0.1410  3.726
C -0.0983 -0.5404 4.4750  0.002
C 0.0800 -0.3894 2.9833  0.033
N -0.7384 0.3684 2.2698  0.029
N -1.7475 1.0414 2.8877  0.005
C -2.8123 1.4986 2.2169  0.012
N -3.7694 2.1490 2.9483  0.000
S -3.0476 1.2576 0.5779  0.038
C 1.0749 -1.0955 2.3041  0.003
C 1.6267 -2.3045 2.7832  0.007
C 2.0562 -3.2776 1.9318  -0.001
C 1.8746 -3.0732 0.5338  0.002
C 1.5490 -1.8503 0.0751  -0.004
N 1.4093 -0.7194 0.9345  -0.029
H -0.0912 0.4377 4.9597  0.000
H 0.7069 -1.1193 4.9093  0.000
H -1.0432 -1.0342 4.7038  0.000
H -1.7214 1.1569 3.8991  0.000
H -3.5168 2.5783 3.8242  0.000
H -4.4738 2.6238 2.4072  -0.001
H 1.6034 -2.5062 3.8423  0.000
H 2.4408 -4.2152 2.2989  0.000
H 1.9706 -3.9038 -0.1478  0.000
H 1.4474 -1.6214 -0.9766  0.004
S 4.2231 2.0978 1.0270  0.000
C 4.8116 0.5742 0.5112  0.000
C 3.8310 -0.3576 0.4695  0.003
C 2.5473 0.1394 0.8422  0.006
C 2.6019 1.4755 1.1732  0.001
C 1.5674 2.4475 1.4623  0.016
C 1.8182 3.4951 2.3545  0.000
C 0.8631 4.4751 2.5225  0.000
C -0.3004 4.4048 1.7681  0.000
C -0.4594 3.3375 0.9030  0.009
N 0.4297 2.3635 0.7677  0.022
H 5.8532 0.4595 0.2877  0.000
H 4.0132 -1.3792 0.1934  0.000
H 2.7530 3.5298 2.8924  0.000
H 1.0222 5.2890 3.2123  0.000
H -1.0655 5.1619 1.8466  0.000
H -1.3380 3.2693 0.2755  0.001
C -3.1209 -2.6252 -3.1333  0.001
Si -1.4970 -2.2748 -2.1734  -0.003
C -0.2329 -3.5884 -2.7970  0.004
C -1.8567 -2.5319 -0.3152  0.028
N -0.9085 -0.6639 -2.2142  0.052
C -0.6694 0.0931 -3.2963  -0.011
C -0.7536 -0.3103 -4.6461  0.007
C -0.4852 0.5616 -5.6790  -0.004
C -0.1035 1.8758 -5.4428  0.007
C 0.0097 2.3131 -4.1313  -0.001
C -0.2746 1.4325 -3.1216  0.012
F -0.1747 1.8621 -1.8005  0.026
H -3.4043 -3.6717 -3.0573  0.000
H -3.0261 -2.3907 -4.1892  0.000
H -3.9430 -2.0307 -2.7474  0.000
H -0.3409 -4.5167 -2.2432  0.000
H 0.7945 -3.2552 -2.6837  0.000
H -0.3841 -3.8151 -3.8494  0.000
H -2.1171 -3.5608 -0.0919  0.003
H -2.6925 -1.9110 -0.0029  0.002
H -0.9971 -2.2677 0.3024  -0.005
H -1.0305 -1.3321 -4.8481  0.001
H -0.5645 0.2162 -6.7006  0.000
H 0.1081 2.5510 -6.2576  0.001
H 0.3161 3.3188 -3.8899  0.000

4.
The following is a DFT calculation (ωB97M-V/def2-TZVPD) of C26H29FeN2O3 as an isolated structure.

## Properties
multiplicity	5
HOMO-LUMO gap (spin up / spin down)	0.23813 / 0.27092	hartree
total charge	-1
<S²>	6.019
ΔE to the lowest compared entry with this formula, charge and spin	0.000	eV

Last column: Mulliken spin population.
Cartesian coordinates (Å):
C -2.2933 0.2895 2.5442  -0.005
C -2.6343 -0.2342 1.2761  0.078
C -1.6058 -1.1130 0.8677  0.027
H -3.5177 0.0098 0.7138  0.000
C -0.6468 -1.1552 1.9009  0.105
C -1.0711 -0.2970 2.9303  0.071
H 0.2806 -1.6977 1.8771  -0.018
C -1.0316 3.3246 0.5363  0.047
C -2.2271 2.6635 0.2090  0.049
C -1.9578 1.7827 -0.8607  0.053
H -3.1749 2.7822 0.7064  -0.007
C -0.5924 1.8771 -1.2051  -0.023
C -0.0288 2.8434 -0.3307  0.072
H -1.5677 -1.6705 -0.0526  -0.005
H -0.5128 -0.0663 3.8206  0.000
H -2.8702 0.9960 3.1168  -0.008
H 1.0042 3.1373 -0.2965  0.002
H -2.6723 1.1233 -1.3194  0.006
H -0.8921 4.0403 1.3291  -0.003
Fe -0.6922 1.0445 1.0013  3.424
C 0.1292 1.1622 -2.3280  0.054
C 0.9923 2.1915 -3.0662  0.009
C -0.8698 0.5364 -3.2960  0.008
H 0.3698 3.0027 -3.4414  -0.001
H 1.5063 1.7259 -3.9006  0.000
H 1.7369 2.6265 -2.4012  0.000
H -1.5012 1.2980 -3.7505  -0.004
H -1.5148 -0.1788 -2.7861  0.000
H -0.3432 0.0185 -4.0899  0.000
C 0.9952 0.0723 -1.6829  0.054
C 1.9284 -0.7224 -2.5707  0.001
H 0.3353 -0.6377 -1.1763  -0.015
H 1.5921 0.5095 -0.8833  -0.027
O 2.2980 -0.3826 -3.6897  0.000
N 2.3717 -1.8924 -2.0234  0.000
C 1.9045 -2.5263 -0.8120  -0.001
H 2.9373 -2.4390 -2.6535  0.000
C 0.6465 -3.3547 -0.9451  -0.001
C 0.1978 -4.0726 0.1622  0.002
H 0.7456 -4.0127 1.0946  0.001
C -0.9466 -4.8486 0.0863  -0.001
H -1.2810 -5.3994 0.9553  -0.001
C -1.6700 -4.9111 -1.0987  0.000
H -2.5673 -5.5122 -1.1575  0.000
C -1.2365 -4.1918 -2.2008  0.000
H -1.7934 -4.2317 -3.1276  0.000
C -0.0829 -3.4204 -2.1248  0.000
H 0.2529 -2.8711 -2.9935  0.000
H 1.7472 -1.7729 -0.0416  0.005
H 2.7104 -3.1604 -0.4419  0.000
O 2.5295 1.0346 1.5604  0.002
C 1.9166 1.7058 2.3744  0.006
C 2.5531 2.4681 3.4986  0.003
C 1.3415 3.1092 4.2027  0.005
C 0.2066 2.6429 3.3589  -0.006
O -0.9614 2.9241 3.5784  -0.001
N 0.5894 1.8542 2.3381  0.044
H 3.0980 1.7873 4.1861  0.000
H 3.2321 3.2464 3.0888  0.000
H 1.2132 2.7230 5.2371  0.000
H 1.3950 4.2195 4.1971  0.000